Here is one molecule with the formula C15H17N3O5 at a distorted geometry from OMol25. Energies are from ωB97M-V/def2-TZVPD.

Geometry (Å):
N1 -1.650 -0.610 -3.090
C1 -1.087 -1.785 -2.571
C2 0.385 -1.966 -3.055
C3 1.295 -0.876 -2.547
O1 0.961 -0.070 -1.684
O2 2.527 -0.867 -3.065
C4 -1.353 -1.869 -1.048
O3 -1.675 -2.885 -0.450
N2 -1.330 -0.732 -0.443
C5 -2.073 -0.417 0.773
C6 -1.362 -0.308 2.141
C7 -0.246 0.730 2.175
C8 -0.338 2.063 2.363
N3 0.851 2.645 2.235
C9 1.747 1.662 1.785
C10 3.171 1.732 1.643
C11 3.855 0.552 1.368
C12 3.159 -0.638 1.162
C13 1.761 -0.670 1.412
C14 1.096 0.479 1.760
C15 -2.628 1.028 0.608
O4 -3.344 1.520 1.435
O5 -2.442 1.584 -0.635
H1 -1.108 0.198 -3.285
H2 -2.479 -0.320 -2.703
H3 -1.718 -2.542 -3.003
H4 0.903 -2.943 -2.711
H5 0.462 -2.121 -4.151
H6 2.909 -0.059 -2.710
H7 -0.966 0.070 -1.016
H8 -2.949 -1.085 0.798
H9 -2.030 -0.205 2.948
H10 -0.885 -1.309 2.341
H11 -1.286 2.535 2.682
H12 1.088 3.602 2.401
H13 3.499 2.692 1.964
H14 5.011 0.508 1.249
H15 3.649 -1.539 0.819
H16 1.249 -1.598 1.323
H17 -2.953 2.431 -0.478

Forces on the atoms, in the same order (eV/Å):
1.0 0.9 -2.4
0.8 -0.8 0.2
0.6 -1.7 0.3
-0.9 0.8 1.1
0.7 -0.7 -1.5
-0.4 -0.2 -0.3
0.2 -2.6 -0.3
-0.1 -0.9 -0.5
0.6 4.5 1.2
-0.2 1.7 -0.4
2.6 -1.9 -0.7
-1.3 -1.3 -0.9
-3.1 -0.4 1.4
2.2 0.3 -1.0
2.6 1.8 0.7
-2.1 -0.5 0.5
2.2 0.8 -0.6
-2.2 0.0 0.4
2.5 -0.7 -0.7
-1.2 -1.1 0.0
-1.0 -1.8 -1.0
0.3 0.6 -0.1
-1.0 1.4 1.7
0.9 0.4 0.1
-2.2 0.5 1.1
0.3 -1.1 0.1
-1.2 1.3 0.0
-0.2 0.7 0.5
0.5 0.2 0.2
-0.5 -1.2 1.2
0.3 0.1 0.3
-1.2 0.5 0.6
-0.3 0.8 -0.2
1.0 0.2 -0.3
-0.1 0.1 0.0
1.4 0.5 -0.3
-2.2 0.4 0.3
0.1 0.0 0.2
-0.4 -0.6 -0.1
0.8 -0.8 -0.8

Calculated values
LUMO   0.0180 hartree
Energy above the lowest of the compared OMol25 structures with the same formula, charge and spin   2.178 eV
Orbital gap   8.37 eV
Total charge   0
SMILES   N[C@@H](CC(=O)O)C(=O)N[C@@H](Cc1c[nH]c2ccccc12)C(=O)O
HOMO   -7.877 eV